Computed, not measured: 2 unconnected molecules or ions with the total composition C26H48IN4O3 at a distorted geometry, with ωB97M-V/def2-TZVPD.

Geometry as XYZ:
```
82
Properties=species:S:1:pos:R:3:forces:R:3
C 1.843965 -1.916950 4.699741 0.358 0.357 -0.877
C 0.433614 -1.672082 5.505899 0.409 -0.256 -0.372
C -0.560021 -0.549462 4.765294 0.935 0.796 0.703
C 0.047086 -0.090426 3.312205 -0.520 0.834 0.228
C -0.899116 0.958822 2.470628 -0.336 -0.621 -0.316
C -0.349098 1.019869 0.912710 0.109 -0.392 0.425
C 1.237682 1.535017 0.809208 0.060 0.004 1.401
C 1.348412 3.180185 1.089685 2.073 -0.467 -0.601
C 2.844973 3.596627 1.689746 0.012 0.509 0.027
C 2.812399 4.100260 3.249890 -0.403 1.076 -0.772
C 2.519118 5.734230 3.214531 -0.005 -0.795 -0.427
I 4.841246 3.892744 4.150066 -1.053 -0.022 -0.386
N 1.400024 3.733915 -0.348736 -0.488 -1.811 0.250
C 2.350976 2.779669 -1.049661 3.279 3.621 -3.410
O 3.323448 3.265450 -1.841385 -6.358 -3.803 5.195
C 1.986899 1.226971 -0.615767 2.075 2.881 0.947
C 3.463811 0.516609 -0.643013 -0.305 -1.943 -0.645
C 3.679026 -0.687594 0.447997 1.357 -0.362 -0.189
C 4.991303 -0.333048 1.417853 0.333 -0.553 -0.128
N 4.587353 0.412985 2.678770 -0.436 -1.312 0.347
O 0.959708 0.695877 -1.546151 1.807 1.604 -4.176
C 1.268912 1.040928 -2.942635 3.026 -1.819 -6.401
N 1.672846 1.042212 -4.191162 -3.927 0.180 11.180
H 1.651331 -2.360130 3.609474 0.383 0.924 2.402
H 2.429957 -0.889702 4.537687 -1.282 -2.253 0.482
H 2.593432 -2.646839 5.223897 -1.669 1.360 -0.736
H 0.742083 -1.313129 6.601889 -1.047 -0.944 -2.405
H -0.148062 -2.693627 5.511031 1.252 1.988 0.363
H -0.498645 0.409160 5.473826 -0.458 -1.975 -1.646
H -1.684326 -0.917923 4.729758 2.439 0.735 -0.077
H 0.213545 -1.027045 2.617682 -0.101 1.909 1.402
H 1.057912 0.498371 3.546601 -2.069 -1.611 -0.689
H -2.009307 0.534420 2.408388 2.312 0.842 0.171
H -0.995139 2.019220 2.981445 0.454 -2.132 -1.053
H -0.465071 -0.091341 0.494267 0.399 2.411 0.781
H -1.070534 1.707243 0.281211 1.603 -1.223 1.120
H 1.937706 1.127181 1.654176 -1.720 0.118 -1.619
H 0.528059 3.649763 1.788915 1.318 -1.064 -1.823
H 3.639798 2.745093 1.528428 -1.647 1.498 0.406
H 3.186990 4.540683 1.044668 -0.671 -2.137 1.417
H 2.082327 3.510091 3.949206 1.391 1.125 -1.443
H 3.416433 6.238540 2.626266 -1.984 -1.051 1.288
H 2.433942 6.206905 4.284287 0.065 -1.008 -2.170
H 1.525819 5.859127 2.579986 1.965 0.036 1.424
H 0.448108 3.430892 -0.688395 1.011 0.621 -0.171
H 4.372492 1.252742 -0.547552 -2.275 -1.045 -0.179
H 3.567925 0.011056 -1.719453 -0.275 1.329 2.174
H 2.709781 -0.925571 1.060681 1.901 0.554 -0.948
H 3.985462 -1.693496 -0.110014 -0.814 2.226 1.071
H 5.779054 0.367326 0.863923 -1.850 -1.542 0.810
H 5.596184 -1.333347 1.656681 -1.483 2.017 -0.444
H 3.574940 0.256310 2.916982 1.414 -0.049 -0.487
H 5.110279 0.059607 3.524517 -0.642 0.578 -1.416
C -2.309007 -0.820133 -4.794093 -0.170 -0.135 -0.592
C -2.806371 -1.032252 -3.329380 1.821 3.203 -1.955
C -1.962799 -2.117475 -2.599457 -0.348 -1.379 0.835
C -2.329336 -3.560333 -2.929811 -0.184 0.312 -0.368
C -3.833366 -3.775017 -2.789730 1.214 0.110 0.811
C -4.649763 -2.773487 -3.642342 -2.678 -1.476 -2.894
N -4.275112 -1.343420 -3.361250 -0.357 -1.368 10.859
O -4.814620 -1.001834 -2.109124 2.064 -0.878 -7.445
C -4.440156 -3.117038 -5.143772 0.410 0.267 -0.257
C -6.173552 -3.042835 -3.417844 0.090 0.553 0.682
C -2.465053 0.329177 -2.626771 -0.784 -0.400 0.717
H -3.084538 -0.997136 -5.542019 0.090 -0.093 0.134
H -1.991635 0.213587 -4.975546 -0.022 -0.268 0.326
H -1.460033 -1.466145 -5.034359 -0.165 0.039 0.077
H -2.070718 -1.993934 -1.513522 -0.254 0.281 -0.162
H -0.895797 -1.968781 -2.806499 -0.377 0.490 -0.276
H -1.989234 -3.814653 -3.938085 -0.061 -0.044 0.069
H -1.797121 -4.236466 -2.250094 -0.079 0.133 -0.043
H -4.071978 -4.807596 -3.081066 -0.348 0.506 -0.276
H -4.106622 -3.689272 -1.733030 -0.203 0.257 -0.072
H -4.981969 -2.416569 -5.789635 0.076 -0.119 0.152
H -4.817303 -4.122326 -5.369360 -0.037 0.293 0.373
H -3.393354 -3.120586 -5.446975 -0.084 0.083 0.047
H -6.466154 -2.969195 -2.364330 0.157 0.122 -0.209
H -6.445743 -4.055289 -3.740654 0.426 0.279 -0.060
H -6.785795 -2.338328 -3.994700 0.196 -0.104 0.105
H -3.061460 1.151539 -3.034894 0.034 -0.189 -0.044
H -1.407161 0.580492 -2.765674 -0.262 -0.374 -0.257
H -2.631287 0.290920 -1.542151 -0.088 -0.046 -0.283
```
Positions in Å, forces in eV/Å.

For the HOMO energy, the calculation gives -10.42 eV. The value obtained for the strongest force on any atom is 11.9 eV Å⁻¹. As for the net charge: +1. The HOMO-LUMO gap comes out at 2.34 eV.

Listed below, in e, are the Mulliken charges computed for each atom:
1. C -0.652
2. C -0.404
3. C -0.603
4. C 0.168
5. C -0.753
6. C -0.229
7. C 1.541
8. C -0.101
9. C -0.631
10. C -0.527
11. C -0.923
12. I 0.003
13. N -0.622
14. C 0.077
15. O -0.522
16. C 0.561
17. C -0.875
18. C -0.303
19. C -0.718
20. N -0.196
21. O 0.031
22. C 0.423
23. N -0.542
24. H 0.160
25. H 0.061
26. H 0.373
27. H 0.278
28. H 0.229
29. H 0.215
30. H 0.308
31. H 0.186
32. H -0.183
33. H 0.331
34. H 0.224
35. H 0.076
36. H 0.165
37. H -1.306
38. H 0.357
39. H 0.222
40. H 0.377
41. H 0.391
42. H 0.333
43. H 0.355
44. H 0.257
45. H 0.400
46. H 0.470
47. H 0.269
48. H 0.163
49. H 0.426
50. H 0.268
51. H 0.334
52. H -0.246
53. H 0.316
54. C -1.738
55. C 1.816
56. C -1.027
57. C -0.793
58. C -1.107
59. C 1.386
60. N 0.604
61. O -0.250
62. C -1.742
63. C -1.611
64. C -1.820
65. H 0.381
66. H 0.454
67. H 0.379
68. H 0.400
69. H 0.310
70. H 0.334
71. H 0.435
72. H 0.429
73. H 0.383
74. H 0.411
75. H 0.426
76. H 0.403
77. H 0.388
78. H 0.417
79. H 0.433
80. H 0.532
81. H 0.290
82. H 0.471

Computed, not measured: 5 unconnected molecules or ions with the total composition C48H60BF14N3O3PS3 at a distorted geometry, with ωB97M-V/def2-TZVPD.

Geometry as XYZ:
```
133
Properties=species:S:1:pos:R:3:forces:R:3
C 1.993174 -4.751542 2.235891 -0.168 0.186 -0.125
C 0.598000 -4.413857 2.741580 0.248 -0.134 -0.058
C -0.521753 -4.735863 1.763519 0.013 0.238 0.229
C -0.341762 -4.154027 0.377290 -0.108 0.191 -0.166
C -1.273393 -4.773183 -0.648925 -0.050 0.332 0.057
C -1.190440 -4.150323 -2.038427 0.236 -0.158 0.139
C 0.229525 -4.001683 -2.589229 -0.426 0.066 0.099
C 0.817253 -2.618318 -2.370506 -0.095 0.059 -0.225
C 2.291388 -2.533015 -2.768768 -0.188 0.337 0.169
C 3.189885 -1.794933 -1.767012 0.264 -0.181 -0.731
C 2.699403 -0.414945 -1.365631 -0.205 -0.578 -0.120
N 2.440983 0.374765 -2.633787 0.093 0.126 0.864
C 2.500594 1.850638 -2.456219 -0.404 0.572 -0.128
P 1.875324 2.564123 -4.065499 -0.311 -0.590 -0.841
S 1.279085 1.137540 -5.244173 -0.051 0.070 0.008
C 1.809538 2.223411 -1.150072 -0.290 -0.135 0.251
C 1.466820 3.730896 -1.022542 -0.009 -0.139 0.053
C 0.008697 4.096391 -0.728557 -0.017 -0.060 -0.409
C -1.026871 3.814752 -1.802456 0.041 0.321 0.141
F -0.841923 2.607961 -2.436532 0.017 0.248 0.086
F -0.952965 4.780989 -2.766609 0.074 -0.418 0.097
C -2.481543 3.843219 -1.247976 -0.458 0.062 -0.698
F -3.335823 4.059235 -2.277745 0.355 0.049 0.395
F -2.595489 4.875728 -0.382840 0.145 -0.314 -0.161
C -2.926896 2.501104 -0.590210 0.135 -0.586 -0.300
F -3.380367 1.675519 -1.572356 0.337 0.509 0.588
F -1.854066 1.889252 -0.001069 -0.398 0.297 -0.282
C -4.013745 2.676122 0.495287 0.122 0.712 0.416
F -4.984227 3.535457 0.082770 0.759 -0.587 0.207
F -3.374362 3.218189 1.570381 -0.435 -0.180 -0.409
C -4.666855 1.364165 0.994487 -0.540 0.070 0.536
F -5.471594 1.730723 2.021466 0.346 -0.145 -0.372
F -3.707552 0.539047 1.468946 -0.412 0.293 -0.235
C -5.552163 0.596825 -0.043048 -0.085 -0.647 -0.377
F -6.560692 -0.021900 0.593329 0.596 0.592 -0.434
F -4.799688 -0.343591 -0.641761 -0.424 0.326 0.172
F -6.047574 1.412779 -0.991435 0.133 -0.531 0.721
C 2.768745 1.711590 -0.039175 0.479 0.388 -0.191
S 1.872727 1.710918 1.487473 -2.316 -0.303 -0.742
O 1.291882 2.993447 1.722450 0.281 -0.607 -0.122
O 1.087711 0.514144 1.532618 0.377 0.802 0.068
F 2.997778 1.568813 2.499328 1.146 -0.150 0.797
C 3.533637 0.372847 -0.380941 0.061 0.567 0.613
N 4.821418 0.838159 -0.936227 1.953 -1.919 -0.913
C 5.790380 0.120518 -1.261423 -2.063 1.464 0.529
S 7.022583 -0.691545 -1.738229 0.034 0.112 0.113
B 3.815065 -0.582628 0.916801 0.044 0.084 0.587
N 4.903401 -0.349284 1.815564 -0.030 0.120 -0.910
O 2.932190 -1.592437 1.126389 0.037 0.174 -0.291
H 2.008664 -5.738612 1.786789 0.122 -0.279 -0.005
H 2.726097 -4.706083 3.032636 0.155 -0.113 0.212
H 2.308139 -4.046853 1.473634 0.095 0.074 -0.232
H 0.558153 -3.357559 2.997984 -0.040 0.221 0.142
H 0.424050 -4.976762 3.652956 -0.115 0.024 0.261
H -1.427234 -4.303193 2.182635 -0.328 -0.173 0.037
H -0.675226 -5.811438 1.720070 0.060 -0.233 -0.104
H -0.563966 -3.086394 0.433607 0.057 0.237 -0.001
H 0.687890 -4.223369 0.040398 0.264 -0.179 -0.005
H -1.128651 -5.848483 -0.695289 0.172 -0.235 -0.043
H -2.279920 -4.612746 -0.285566 -0.459 -0.172 0.099
H -1.663618 -3.173810 -1.998517 -0.169 0.280 -0.121
H -1.763958 -4.761200 -2.726214 -0.251 -0.047 -0.103
H 0.194112 -4.201417 -3.654213 0.286 -0.151 -0.258
H 0.872541 -4.733630 -2.110155 0.215 -0.279 -0.080
H 0.233284 -1.924873 -2.979447 -0.125 0.203 -0.002
H 0.647992 -2.328764 -1.338556 0.136 0.026 0.320
H 2.690389 -3.534395 -2.873693 0.165 -0.218 -0.020
H 2.368591 -2.089574 -3.758661 0.086 0.085 -0.277
H 3.290106 -2.431939 -0.902077 -0.021 0.107 0.364
H 4.177647 -1.716771 -2.219901 0.253 0.092 0.021
H 1.735012 -0.542407 -0.888651 -0.324 0.080 0.096
H 3.054703 0.079631 -3.392411 0.082 -0.068 -0.094
H 1.492080 0.153196 -2.959774 0.027 -0.102 -0.384
H 3.529983 2.172271 -2.357588 0.360 -0.211 -0.220
H 2.971727 3.270627 -4.555149 0.187 0.258 0.160
H 0.924073 3.543266 -3.821873 0.009 0.260 0.300
H 0.889238 1.661023 -1.049992 -0.401 -0.219 -0.208
H 1.819360 4.305828 -1.873589 0.092 -0.029 -0.307
H 2.020239 4.116459 -0.178822 0.180 0.226 0.152
H -0.036908 5.170991 -0.594273 -0.004 0.239 0.120
H -0.316072 3.665102 0.203994 -0.007 -0.253 0.249
H 3.538774 2.471888 0.056162 0.177 0.130 0.268
H 5.588041 -1.091497 1.840398 -0.030 -0.188 0.555
H 5.378760 0.533431 1.701161 0.229 0.013 0.008
H 2.913935 -1.859328 2.047905 0.073 -0.350 0.247
C 2.142241 0.524754 7.922932 0.015 -0.010 0.005
C 1.893465 1.250515 6.767111 -0.027 0.021 0.006
C 2.808002 1.224748 5.723965 -0.001 -0.068 0.079
C 3.967161 0.469625 5.833464 0.016 -0.001 -0.060
C 4.215893 -0.256890 6.989437 -0.010 -0.011 0.009
C 3.304056 -0.227084 8.035044 -0.010 0.001 -0.008
H 1.431609 0.546414 8.738065 -0.012 -0.001 0.017
H 0.989597 1.839102 6.678435 -0.001 0.027 0.003
H 2.613483 1.795749 4.829513 -0.026 0.071 -0.009
H 4.678577 0.446317 5.016726 0.008 0.002 -0.010
H 5.119534 -0.845407 7.076002 0.023 -0.003 0.011
H 3.498995 -0.789522 8.938214 0.001 -0.012 0.015
C 1.863402 4.683897 4.292519 -0.054 0.105 0.130
C 2.391293 4.971902 5.543685 0.079 -0.024 -0.052
C 1.803220 5.943476 6.340856 -0.051 -0.013 -0.082
C 0.682067 6.621666 5.881510 -0.003 0.013 0.039
C 0.151088 6.332092 4.632049 -0.006 -0.013 0.013
C 0.740338 5.360755 3.835446 0.079 0.002 0.019
H 2.328268 3.929224 3.678216 0.034 -0.019 -0.040
H 3.268096 4.436156 5.885174 -0.014 0.009 0.070
H 2.216115 6.172662 7.313526 0.006 0.000 0.028
H 0.218997 7.378622 6.500127 -0.008 0.016 0.012
H -0.725002 6.861966 4.282793 -0.016 0.017 -0.008
H 0.330406 5.132749 2.860270 -0.022 -0.021 0.000
C -7.399853 -4.149997 2.919349 0.003 -0.003 0.000
C -7.088684 -3.075172 2.098603 0.030 0.028 -0.009
C -7.701045 -2.946789 0.859889 -0.035 -0.139 0.011
C -8.628362 -3.891690 0.443190 0.006 -0.013 0.024
C -8.941248 -4.965334 1.264522 0.000 -0.002 0.001
C -8.325181 -5.095750 2.501246 -0.001 -0.001 0.001
H -6.922402 -4.250321 3.885166 0.003 0.000 0.016
H -6.368139 -2.335828 2.426115 -0.001 0.005 0.002
H -7.455250 -2.117656 0.216849 -0.013 0.046 -0.055
H -9.108332 -3.790369 -0.521161 -0.008 0.001 -0.016
H -9.666020 -5.700478 0.941496 -0.013 -0.018 -0.007
H -8.567429 -5.934393 3.140197 -0.011 -0.012 0.014
C -0.941343 0.039768 -8.660879 -0.005 0.008 0.018
C -1.165001 0.450598 -9.967071 0.002 0.012 -0.001
C -0.146470 0.364122 -10.905563 -0.001 -0.002 -0.001
C 1.094348 -0.138374 -10.540408 0.006 0.010 -0.003
C 1.318066 -0.551539 -9.234923 0.009 0.009 0.013
C 0.300593 -0.459585 -8.296138 0.000 -0.014 -0.011
H -1.734954 0.108446 -7.928278 -0.015 -0.002 0.009
H -2.133540 0.837231 -10.254189 -0.017 0.011 -0.005
H -0.320177 0.687757 -11.922920 -0.006 -0.003 -0.021
H 1.886239 -0.209177 -11.273891 0.014 -0.002 -0.014
H 2.285131 -0.945520 -8.950583 0.017 -0.010 0.001
H 0.474623 -0.782254 -7.277746 -0.011 -0.054 0.008
```
Positions in Å, forces in eV/Å.

For the HOMO energy, the calculation gives -10.54 eV. The value obtained for the strongest force on any atom is 2.9 eV Å⁻¹. As for the net charge: +1. The calculation puts the energy above the lowest of the compared OMol25 structures with the same formula, charge and spin at 0.0 kcal/mol. The HOMO-LUMO gap comes out at 7.56 eV.

Atomic partial charges in e from the Mulliken method, atoms 1 to 99:
1. C -0.644
2. C -0.377
3. C -0.926
4. C 0.595
5. C -1.312
6. C -0.750
7. C -1.209
8. C 0.105
9. C -1.152
10. C -0.659
11. C -1.642
12. N 0.769
13. C -1.045
14. P 0.137
15. S -0.208
16. C 0.428
17. C -2.459
18. C -1.018
19. C 1.020
20. F -0.260
21. F -0.370
22. C 0.379
23. F -0.302
24. F -0.281
25. C 0.455
26. F -0.363
27. F -0.144
28. C 0.573
29. F -0.295
30. F -0.266
31. C 0.476
32. F -0.312
33. F -0.206
34. C 0.730
35. F -0.249
36. F -0.209
37. F -0.248
38. C -1.949
39. S 1.121
40. O -0.397
41. O -0.469
42. F -0.335
43. C 1.360
44. N -0.794
45. C 0.535
46. S -0.311
47. B 0.631
48. N -0.470
49. O -0.428
50. H 0.369
51. H 0.413
52. H -0.336
53. H 0.267
54. H 0.357
55. H 0.330
56. H 0.446
57. H 0.042
58. H 0.018
59. H 0.399
60. H 0.382
61. H 0.298
62. H 0.395
63. H 0.540
64. H 0.537
65. H 0.353
66. H -0.209
67. H 0.721
68. H 0.437
69. H 0.164
70. H 0.458
71. H 0.515
72. H 0.619
73. H 0.186
74. H 0.773
75. H 0.147
76. H 0.069
77. H 0.386
78. H 1.227
79. H 0.448
80. H 0.565
81. H 0.546
82. H 1.299
83. H 0.194
84. H 0.198
85. H 0.230
86. C -0.443
87. C -0.601
88. C 0.195
89. C -0.505
90. C -0.447
91. C -0.437
92. H 0.373
93. H 0.433
94. H 0.317
95. H 0.390
96. H 0.389
97. H 0.376
98. C 0.101
99. C -0.586